(1)
The following is a quantum chemistry calculation of a molecular structure, C31H51Be2Cl6F7N4O7S2Si, from the Open Molecules 2025 dataset.

The charge is +2. Its frontier orbital gap is 0.853 eV. The calculation puts the strongest force on any atom at 5.513 eV/A. As for the total energy: -177747.913 eV.

```
111
Properties=species:S:1:pos:R:3:forces:R:3
C -1.32207 0.71546 0.74646 -0.32 -0.36 -0.62
C -1.79921 1.06162 1.79345 -0.80 0.88 0.86
C -2.62807 1.57678 2.95397 0.09 -0.33 -1.52
C -3.81729 2.44570 2.44648 -0.34 1.42 -0.73
N -4.91503 1.77642 1.71196 0.65 0.87 0.55
C -4.13835 3.30628 3.69211 0.60 -1.31 -0.96
N -3.09939 3.30749 4.45021 -0.70 0.95 0.09
C -1.92889 2.49402 4.00793 0.53 -1.96 0.87
C -0.61214 3.24536 3.64970 -0.51 0.62 -0.23
C -0.93775 4.35134 2.60410 0.69 -0.25 0.04
O 0.23423 4.97808 2.06932 -1.33 0.10 -0.64
Si -0.18810 5.54474 0.48702 0.87 0.38 -0.65
C 1.00163 6.89780 -0.08243 -0.31 -0.35 0.71
C -0.00752 4.04637 -0.68301 -0.62 -0.44 0.56
C -1.93591 6.30047 0.43257 -0.67 -0.26 0.37
H -1.08507 0.34867 -0.25414 0.15 0.36 0.95
H -3.08585 0.67806 3.42652 0.33 0.63 0.00
H -3.48339 3.23381 1.71326 0.48 -0.34 0.89
H -5.73149 2.38107 1.82924 -0.05 -0.36 -0.12
H -4.66709 1.88913 0.72554 -0.20 -0.37 0.25
H -5.07605 3.85845 3.90677 0.80 -0.34 -0.01
H -3.10368 3.85390 5.31606 0.29 -0.15 -0.27
H -1.73506 1.83071 4.88134 0.14 0.64 -0.68
H -0.14109 3.64571 4.57908 -0.44 -0.12 -0.67
H 0.11919 2.52356 3.22009 -0.69 0.32 0.24
H -1.45343 3.84181 1.74766 -0.05 0.31 0.81
H -1.58311 5.14535 3.05884 0.20 -0.68 -0.33
H 2.03331 6.48893 -0.09810 -0.54 0.46 -0.24
H 0.65210 7.23598 -1.08357 0.49 -0.16 0.60
H 0.94977 7.74280 0.64242 0.15 -0.45 -0.62
H -0.76759 3.25614 -0.44957 0.50 0.54 -0.15
H -0.15752 4.31161 -1.74890 0.34 -0.07 0.59
H 0.98472 3.58216 -0.49362 -0.48 0.37 -0.39
H -2.72378 5.62166 0.84976 0.54 0.46 -0.30
H -1.99236 7.24325 1.02317 0.12 -0.55 -0.40
H -2.26941 6.53002 -0.60551 0.46 -0.12 0.62
C -7.38804 0.20494 2.85987 -0.12 0.00 0.00
C -8.12824 -0.85171 2.34431 -0.04 -0.01 0.06
C -9.15722 -1.40946 3.09164 0.02 0.01 0.00
C -9.45340 -0.90462 4.35188 0.02 -0.01 -0.03
C -8.71702 0.15352 4.86673 0.02 0.05 0.10
C -7.68210 0.70536 4.12285 -0.04 -0.10 -0.12
H -6.58473 0.63748 2.27987 -0.20 -0.33 0.14
H -7.90203 -1.24134 1.35886 -0.01 0.01 0.03
H -9.72987 -2.23739 2.69222 0.00 0.03 0.02
H -10.25898 -1.33667 4.93230 0.03 0.02 -0.01
H -8.94956 0.54774 5.84866 0.00 -0.03 -0.03
H -7.10351 1.52945 4.52906 -0.04 0.00 0.04
C 3.26484 -0.50557 0.72808 0.07 -0.15 0.61
C 2.81120 -1.17160 -0.59416 2.43 2.02 0.91
C 4.02901 -1.82207 -1.28416 0.09 -1.16 -0.09
C 4.58113 -3.07776 -0.60107 0.13 -0.01 -0.02
C 3.52358 -3.86204 0.18755 0.43 0.55 0.23
C 2.07308 -3.62321 -0.26630 1.34 -2.60 2.31
N 1.79638 -2.16630 -0.20049 -1.59 0.08 -5.28
O 0.67088 -1.87076 -0.50196 0.08 -0.05 1.64
C 1.17597 -4.34945 0.75311 -0.56 0.40 0.12
C 1.84626 -4.25106 -1.64488 -0.41 0.98 -0.85
C 2.32725 -0.06218 -1.52141 -1.11 -0.05 0.00
H 2.42807 -0.00650 1.22281 -0.06 -0.03 -0.11
H 4.03287 0.24473 0.53707 -0.04 -0.12 -0.27
H 3.67880 -1.22925 1.43372 0.03 -0.01 -0.05
H 3.76098 -2.07941 -2.31188 -0.18 0.17 0.04
H 4.83210 -1.08683 -1.37598 -0.38 0.31 0.11
H 5.02979 -3.72023 -1.36068 -0.01 0.11 -0.01
H 5.39426 -2.80510 0.07350 -0.05 -0.05 -0.01
H 3.75918 -4.92638 0.14866 -0.32 0.00 -0.06
H 3.61523 -3.58760 1.24305 -0.20 -0.04 0.00
H 1.26492 -3.90068 1.74516 0.05 -0.02 -0.04
H 1.46607 -5.39642 0.83774 0.15 0.10 -0.17
H 0.12380 -4.32431 0.46381 0.06 0.06 -0.06
H 2.06815 -5.32042 -1.59920 0.07 0.18 0.37
H 2.48091 -3.82071 -2.42053 0.06 0.01 0.10
H 0.81058 -4.14943 -1.97537 -0.01 0.04 0.13
H 3.13920 0.64307 -1.70763 0.22 -0.31 0.14
H 1.50206 0.51176 -1.09438 0.00 -0.07 0.02
H 2.00665 -0.45853 -2.48842 -0.02 -0.06 0.06
C -0.18371 -7.50958 -3.09525 -0.42 -0.07 -0.28
Cl -0.16073 -6.42898 -4.49605 0.49 0.11 0.44
Cl -0.92743 -6.74011 -1.69164 0.12 -0.12 -0.02
H -0.74586 -8.40428 -3.34807 -0.01 0.08 0.02
H 0.85913 -7.77760 -2.83805 -0.63 0.23 -0.48
C -1.98031 -7.51341 -7.82078 0.22 0.08 0.22
O -2.10230 -6.55926 -6.77254 -0.07 -0.08 -0.16
H -2.74401 -7.30464 -8.57378 0.72 -0.20 0.53
H -0.99111 -7.43676 -8.28115 -0.04 -0.17 -0.12
H -2.12986 -8.52262 -7.42610 0.03 -0.09 -0.20
H -1.41565 -6.76346 -6.11951 -0.50 0.09 -0.34
Be 2.09113 -8.01623 -1.48757 0.85 -0.23 0.79
C 5.83901 3.54881 -1.39606 -0.22 1.66 -0.08
F 5.33315 3.35043 -0.16834 0.07 -0.50 -0.17
F 4.85518 4.08177 -2.14338 0.03 -0.40 -0.01
F 6.78230 4.48739 -1.28349 0.07 -0.42 -0.06
S 6.49051 2.00027 -2.11349 0.17 -0.09 0.86
O 5.33647 1.13047 -2.17150 -0.39 0.02 -0.17
O 7.50723 1.58836 -1.18896 0.01 0.12 -0.14
N 7.00327 2.55201 -3.50757 -0.25 -0.81 0.46
S 7.65761 1.38365 -4.37714 0.80 -1.13 -1.03
O 6.74260 0.38088 -4.85913 -0.37 0.42 0.21
O 8.90838 0.87649 -3.89080 -0.10 0.42 0.27
C 8.10384 2.33859 -5.86849 0.23 1.36 -1.06
F 8.96047 3.33106 -5.59191 -0.12 -0.28 0.31
F 7.03199 2.90534 -6.44704 -0.09 -0.28 0.31
F 8.68303 1.56421 -6.78837 -0.18 -0.31 0.49
F -4.30082 -6.71757 -9.26779 -3.72 0.82 -3.82
Be -5.28389 -6.53133 -10.40212 2.97 -0.55 3.42
C -0.64532 1.15485 8.25513 0.32 -0.25 0.44
Cl 1.01581 1.75119 8.30715 -0.22 -0.02 -0.08
Cl -1.63048 2.24722 7.24560 -0.05 0.10 0.30
Cl -0.67404 -0.46873 7.55143 -0.05 0.17 -0.03
Cl -1.31333 1.10775 9.88660 0.03 0.04 -0.26
```
Positions in Å, forces in eV/Å.

(2)
The following is a quantum chemistry calculation of a molecular structure, C31H26Cl2N6O4Pd, from the Open Molecules 2025 dataset.

As for the relative energy (zero: lowest compared OMol25 entry of this formula, charge and spin): 0.00 kJ/mol. Its frontier orbital gap (spin up / spin down) is 7.987 / 8.558 eV. The calculation puts the strongest force on any atom at 1.231 eV/A. As for the total energy: -78226.117 eV. Its expectation value of S² is 2.005. Its spin multiplicity is 3.

```
70
Properties=species:S:1:pos:R:3:forces:R:3
Pd -0.53415 -1.36576 -0.46206 0.06 0.12 0.12
O -1.43940 -5.37050 -1.16761 -0.36 -0.44 -0.26
C -0.98826 -4.25014 -1.11044 0.57 -0.46 0.35
N -1.61162 -3.06357 -1.15668 -0.31 0.56 -0.13
C -2.94477 -2.90523 -1.33971 -0.44 0.54 0.25
O -3.79263 -3.68708 -1.70508 0.18 -0.63 -0.22
C -3.44706 -1.49138 -1.01903 -0.36 0.73 -0.01
C -4.82320 -1.25676 -1.16930 0.50 -0.04 0.04
C -5.33429 0.00196 -0.88917 1.12 0.01 0.11
C -4.44880 0.99423 -0.44143 -0.28 -0.46 -0.31
C -3.10464 0.69266 -0.34524 0.17 -0.16 0.02
N -2.60427 -0.51593 -0.63319 -0.52 -0.30 -0.22
C 0.50952 -4.12304 -0.86827 1.06 0.60 0.19
C 1.33927 -5.22676 -1.02391 -0.68 0.37 0.30
C 2.67640 -5.11746 -0.74889 1.09 -0.17 -0.04
C 3.20868 -3.88881 -0.36661 -0.02 -0.02 0.07
C 2.33816 -2.82190 -0.23711 -0.09 -0.14 -0.28
N 1.03241 -2.94221 -0.48349 -0.28 -0.25 -0.01
H -5.41000 -2.09972 -1.52327 -0.05 0.28 0.10
H -6.36613 0.21867 -1.05126 -0.56 0.10 0.06
H -4.77278 1.99729 -0.20661 -0.12 0.01 0.00
H -2.39953 1.45493 -0.03173 0.12 -0.12 0.02
H 0.87080 -6.14210 -1.29375 -0.18 -0.63 -0.25
H 3.33498 -5.98741 -0.84811 -0.29 0.33 0.03
H 4.26852 -3.74340 -0.16466 -0.26 -0.14 -0.05
H 2.69818 -1.83500 0.03230 -0.13 0.01 0.10
C 2.06039 2.44679 -3.36454 0.03 -0.21 -0.23
C 1.32552 1.15230 -3.32018 -0.43 -0.39 0.13
C 0.78855 0.35750 -4.32396 0.33 0.02 0.64
C 0.19290 -0.73647 -3.65920 -0.37 -0.09 0.26
N 0.35140 -0.62010 -2.34995 -0.03 0.62 -0.08
N 1.03094 0.53613 -2.14743 0.01 -0.15 -0.66
C -0.63086 -1.85336 -4.23378 1.10 0.40 -0.37
H 2.12632 2.79130 -4.39526 -0.12 0.08 0.05
H 3.08679 2.30591 -3.02021 -0.06 0.16 0.15
H 1.53891 3.19295 -2.76004 0.22 0.04 -0.05
H 0.85524 0.51548 -5.38532 -0.03 0.07 -0.04
H 1.16369 0.84813 -1.19380 0.08 0.05 0.02
H -0.12049 -2.17113 -5.15569 -0.51 -0.09 0.16
H -1.62607 -1.48506 -4.44734 -0.24 -0.05 -0.20
H -0.69674 -2.68337 -3.54656 -0.03 -0.17 0.15
Cl 3.55117 0.70316 4.29945 -0.09 0.20 -0.36
C 3.29030 1.38603 2.70017 0.45 -0.47 -0.18
C 4.16249 1.02025 1.68635 0.37 -0.24 -0.14
C 4.02002 1.52932 0.40575 -0.13 0.18 -0.03
C 2.97160 2.41549 0.18037 0.04 -0.20 -0.38
C 2.07916 2.74052 1.17313 -0.17 0.06 0.17
Cl 0.76406 3.81351 0.76590 0.29 -0.12 -0.03
C 2.21885 2.24149 2.47866 -0.42 0.53 0.34
N 1.45142 2.66540 3.55121 -0.60 0.30 -0.47
C 0.02431 2.85526 3.55427 0.08 -0.13 -0.44
C -0.46418 4.13030 3.75405 0.03 0.55 0.44
C -1.83046 4.37326 3.77469 -0.17 -0.17 -0.14
C -2.71629 3.31770 3.55409 0.42 0.11 -0.15
C -2.22205 2.03629 3.36303 -0.23 0.60 -0.13
C -0.86119 1.79810 3.35988 0.81 -0.85 0.17
C -0.36264 0.37102 3.25870 -0.06 -0.29 0.05
C -0.38147 -0.25654 1.88084 0.19 -0.42 -0.37
O -0.98818 -1.36045 1.73665 0.36 0.78 0.13
O 0.25598 0.29937 0.92761 -0.38 -0.17 0.16
H 4.96680 0.33105 1.90624 -0.01 0.00 0.09
H 4.69859 1.27570 -0.41759 -0.23 0.03 0.53
H 2.82920 2.85740 -0.79433 0.01 0.04 -0.02
H 1.80218 2.36473 4.42940 0.32 -0.30 0.62
H 0.26894 4.92365 3.91349 -0.33 -0.12 -0.11
H -2.21421 5.37477 3.92746 0.09 -0.02 0.01
H -3.78020 3.48006 3.49156 -0.15 0.13 0.16
H -2.91375 1.23239 3.18899 -0.12 -0.36 0.01
H -0.97545 -0.28894 3.86178 -0.24 0.06 0.24
H 0.65314 0.24713 3.64576 -0.01 0.26 -0.11
```
Positions in Å, forces in eV/Å.